{
  "formula": "C24H49As2IrN3Si2",
  "method": "ωB97M-V/def2-TZVPD",
  "elements": ["Ir", "C", "As", "C", "C", "C", "C", "C", "C", "C", "As", "C", "C", "H", "H", "H", "H", "H", "H", "H", "H", "H", "H", "H", "H", "H", "H", "H", "H", "N", "C", "C", "N", "H", "H", "H", "H", "H", "H", "H", "H", "H", "C", "Si", "C", "C", "C", "Si", "C", "C", "C", "H", "H", "H", "H", "H", "H", "H", "H", "H", "H", "H", "H", "H", "H", "H", "H", "H", "H", "H", "C", "C", "C", "N", "C", "C", "H", "H", "H", "H", "H"],
  "coordinates": [[-0.07850, 0.28224, 0.73086], [-2.19031, -2.47702, -1.21324], [-1.71927, -1.45911, 0.35804], [-1.28134, -2.90928, 1.57464], [-3.41551, -0.82954, 1.01058], [-4.64698, -1.29044, 0.56259], [-5.79885, -0.88993, 1.22632], [-5.72247, -0.05658, 2.33507], [-4.49395, 0.41512, 2.77661], [-3.34167, 0.03589, 2.09819], [-1.58537, 0.69017, 2.52056], [-1.12998, -0.05844, 4.24499], [-1.88405, 2.54826, 2.95064], [-2.85271, -3.28292, -0.89391], [-1.28969, -2.90864, -1.64093], [-2.69198, -1.85240, -1.94659], [-2.20887, -3.40889, 1.85173], [-0.78015, -2.53041, 2.45966], [-0.62196, -3.61902, 1.07636], [-4.72741, -1.95616, -0.28745], [-6.76366, -1.23564, 0.88007], [-6.62613, 0.23553, 2.85278], [-4.45634, 1.07095, 3.63746], [-1.91364, 0.23775, 4.94235], [-0.17924, 0.33615, 4.59856], [-1.08528, -1.14287, 4.20078], [-2.67579, 2.57448, 3.69787], [-2.19978, 3.10104, 2.06847], [-0.99037, 2.99250, 3.38106], [2.31292, 1.98358, -3.79236], [2.20632, 2.72941, -2.48962], [1.14790, 2.16776, -1.54078], [1.55718, 1.05287, -0.66672], [3.06927, 2.36177, -4.36974], [1.44180, 2.05774, -4.33099], [2.49711, 0.98130, -3.66971], [1.95404, 3.75499, -2.75467], [3.20099, 2.73124, -2.04440], [0.25180, 1.85951, -2.08357], [0.85477, 2.99610, -0.89666], [2.33297, 1.32605, -0.06928], [1.85592, 0.22929, -1.19472], [2.55964, -1.44807, -3.77810], [1.03470, -2.13011, -2.88761], [0.26663, -3.44216, -3.95431], [1.53708, -2.79113, -1.20457], [-0.07282, -0.61589, -2.62694], [-1.33364, 0.20863, -3.78849], [-0.31744, 1.35108, -4.90112], [-2.19812, -1.03051, -4.87543], [-2.47873, 1.22794, -2.71527], [3.09029, -2.27223, -4.26083], [3.28295, -0.99073, -3.09146], [2.29022, -0.76409, -4.58946], [1.00892, -4.22088, -4.14783], [-0.06366, -3.05695, -4.91992], [-0.58876, -3.92660, -3.48117], [2.55959, -3.17452, -1.21303], [0.89686, -3.62579, -0.90897], [1.46385, -2.03900, -0.40967], [-0.15608, -0.25017, -1.56990], [0.58084, 0.85226, -5.28067], [-0.07702, 2.30998, -4.42910], [-0.91431, 1.58816, -5.78502], [-1.58209, -1.27597, -5.74381], [-3.13454, -0.61751, -5.25751], [-2.43009, -1.96596, -4.36635], [-1.95746, 1.59532, -1.82449], [-3.34768, 0.66166, -2.37328], [-2.86702, 2.09135, -3.25955], [3.01581, 2.40516, 3.84940], [2.92237, 1.02633, 3.74202], [2.02840, 0.48144, 2.83978], [1.23976, 1.24248, 2.05834], [1.33521, 2.58323, 2.16469], [2.21016, 3.19489, 3.03941], [3.70155, 2.85856, 4.55296], [3.53275, 0.36955, 4.34603], [1.92335, -0.58896, 2.71903], [0.67282, 3.16034, 1.53329], [2.24780, 4.27433, 3.09043]],
  "forces_ev_per_angstrom": [[0.1, 0.7, 0.2], [-0.1, -0.2, 0.1], [0.3, 0.0, 0.0], [0.0, -0.1, -0.1], [0.0, 0.0, 0.1], [0.1, 0.0, 0.0], [-0.1, 0.0, 0.0], [0.0, 0.0, 0.0], [0.0, 0.0, -0.1], [-0.1, 0.0, -0.1], [-0.2, -0.1, 0.1], [-0.1, 0.1, 0.1], [0.0, 0.0, 0.0], [0.0, 0.0, -0.2], [0.0, 0.0, 0.1], [-0.1, 0.1, 0.0], [0.0, 0.0, 0.0], [0.0, 0.0, 0.0], [0.0, 0.0, 0.0], [0.0, 0.0, 0.0], [0.0, 0.0, 0.0], [0.0, 0.0, 0.0], [0.0, 0.0, 0.0], [0.0, 0.0, 0.0], [0.0, 0.0, 0.0], [0.0, 0.0, 0.0], [0.0, 0.1, 0.0], [0.0, 0.0, 0.0], [0.0, 0.0, 0.0], [0.6, 0.0, 0.2], [0.1, 0.0, 0.0], [0.0, 0.0, 0.1], [-0.3, -0.6, -0.1], [0.0, 0.0, 0.0], [0.2, 0.0, 0.0], [0.1, 0.0, 0.1], [0.0, 0.0, 0.0], [0.0, 0.0, 0.1], [0.1, 0.1, 0.0], [-0.1, 0.0, 0.0], [0.0, 0.0, 0.0], [0.0, 0.1, -0.1], [-0.1, 0.3, 0.0], [0.3, -0.6, 0.1], [-0.1, 0.1, -0.1], [-0.1, 0.1, 0.0], [-0.3, -0.1, 0.2], [-0.7, -0.1, 0.0], [0.0, -0.1, -0.2], [0.1, 0.0, -0.1], [0.1, 0.0, 0.0], [-0.1, -0.1, 0.1], [-0.1, 0.1, -0.1], [0.1, 0.0, 0.0], [0.0, 0.0, 0.0], [0.0, 0.0, 0.0], [0.0, 0.0, 0.0], [0.0, 0.0, -0.1], [0.0, 0.0, 0.0], [0.0, 0.0, 0.0], [0.6, 0.5, -0.3], [-0.2, 0.0, -0.1], [-0.4, 0.0, -0.1], [-0.1, 0.0, 0.1], [0.0, 0.0, 0.0], [0.0, 0.1, 0.0], [0.0, 0.0, 0.0], [-0.1, 0.0, 0.0], [0.1, -0.1, 0.0], [0.0, 0.0, -0.1], [0.0, 0.0, 0.0], [0.0, 0.0, 0.0], [0.0, 0.0, -0.1], [0.2, 0.1, 0.1], [0.0, -0.1, 0.0], [0.0, 0.0, 0.0], [0.0, 0.0, 0.0], [0.0, 0.0, 0.0], [0.0, 0.0, 0.0], [0.0, 0.0, 0.0], [0.0, 0.0, 0.0]],
  "lowdin_charge": [0.53, -0.25, 1.02, -0.23, -0.42, -0.08, -0.03, -0.03, -0.07, -0.40, 1.04, -0.22, -0.23, 0.06, -0.01, 0.02, 0.06, 0.01, 0.03, 0.10, 0.13, 0.13, 0.11, 0.05, 0.03, 0.03, 0.04, 0.05, 0.03, 0.19, -0.09, -0.21, -0.07, 0.19, 0.07, 0.11, 0.15, 0.14, 0.07, 0.12, 0.10, 0.06, -0.15, 0.44, -0.15, -0.16, -0.11, 0.47, -0.15, -0.15, -0.16, 0.07, 0.04, 0.02, 0.06, 0.04, 0.04, 0.05, 0.04, 0.00, -0.10, 0.04, 0.04, 0.08, 0.05, 0.06, 0.03, 0.01, 0.04, 0.05, 0.00, -0.01, -0.13, -0.19, -0.16, -0.01, 0.13, 0.13, 0.12, 0.11, 0.13],
  "lumo_ev": [-11.10, -11.10],
  "e_above_lowest_kcal_mol": 20.5,
  "total_charge": 3,
  "homo_ev": [-15.74, -15.74],
  "gap_ev": [4.643, 4.640]
}



{
  "formula": "C24H49Cl14NO5P",
  "method": "ωB97M-V/def2-TZVPD",
  "elements": ["C", "C", "C", "C", "C", "C", "C", "O", "C", "C", "P", "O", "O", "O", "C", "C", "C", "C", "N", "O", "C", "C", "C", "C", "H", "H", "H", "H", "H", "H", "H", "H", "H", "H", "H", "H", "H", "H", "H", "H", "H", "H", "H", "H", "H", "H", "H", "H", "H", "H", "H", "H", "H", "H", "H", "H", "H", "H", "H", "C", "Cl", "Cl", "H", "H", "C", "Cl", "Cl", "H", "H", "C", "Cl", "Cl", "H", "H", "C", "Cl", "Cl", "H", "H", "C", "Cl", "Cl", "H", "H", "C", "Cl", "Cl", "H", "H", "C", "Cl", "Cl", "H", "H"],
  "coordinates": [[3.98512, -2.20147, 0.76624], [3.46120, -0.75611, 0.72197], [4.00669, -0.15994, -0.58910], [1.92106, -0.83574, 0.71199], [1.21010, 0.43426, 1.24488], [1.02641, 1.38069, 0.05035], [-0.16677, -0.00847, 1.82772], [-1.17375, 0.88568, 1.39976], [-2.53181, 0.47239, 1.47362], [-3.32175, 1.73756, 1.97251], [-2.24645, 3.17783, 2.26809], [-3.11129, 4.25004, 2.76662], [-1.52956, 3.62634, 0.92529], [-1.13992, 2.86492, 3.41398], [-3.11702, 0.12654, 0.09427], [-2.79371, -1.26928, -0.46820], [-3.98736, -1.72716, -1.30339], [-1.62372, -1.08730, -1.47296], [-2.32937, -2.25117, 0.53381], [-2.40609, -3.45019, 0.09193], [-2.86472, -2.12353, 1.89894], [-4.25649, -2.75654, 2.06606], [-1.94190, -2.95483, 2.83400], [-2.88447, -0.67127, 2.44893], [5.05295, -2.24771, 0.95010], [3.76274, -2.66726, -0.19549], [3.44123, -2.78285, 1.50742], [3.83204, -0.21604, 1.58939], [3.32336, -0.40236, -1.39826], [4.96471, -0.60849, -0.83823], [4.08349, 0.92130, -0.55816], [1.62789, -1.70093, 1.30360], [1.60168, -0.96019, -0.31807], [1.80883, 0.93196, 2.00196], [0.54509, 0.85851, -0.76792], [0.52241, 2.30056, 0.31427], [2.01580, 1.66255, -0.30283], [-0.05515, 0.02320, 2.91359], [-0.32878, -1.03263, 1.50738], [-3.80877, 1.57613, 2.92801], [-4.05613, 2.03991, 1.23673], [-0.76162, 4.17839, 1.19020], [-1.61419, 2.35403, 4.09137], [-4.19684, 0.20281, 0.20584], [-2.82417, 0.90170, -0.60585], [-4.92498, -1.72557, -0.75641], [-3.81226, -2.66594, -1.81199], [-4.10302, -0.97724, -2.08310], [-1.49484, -1.93810, -2.13853], [-1.68843, -0.13989, -1.99020], [-0.71522, -1.04228, -0.87467], [-4.94541, -2.46441, 1.27815], [-4.66076, -2.46112, 3.02389], [-4.14190, -3.83393, 2.02573], [-1.51228, -3.80601, 2.31653], [-1.13981, -2.35989, 3.25566], [-2.55964, -3.33614, 3.63836], [-2.32601, -0.63401, 3.37623], [-3.90859, -0.48193, 2.74700], [-2.02653, -5.31421, -2.68399], [-0.84327, -6.62764, -2.59067], [-1.83161, -4.35934, -4.16293], [-3.02186, -5.74965, -2.66921], [-1.88995, -4.65549, -1.83398], [1.45714, 6.38751, 0.43886], [2.03793, 5.84760, -1.13843], [1.18917, 5.01083, 1.51783], [2.19781, 7.03569, 0.88928], [0.51950, 6.91536, 0.31038], [3.79032, 6.16310, 4.50221], [4.86677, 4.77612, 4.68906], [4.06259, 7.00292, 2.96916], [2.76471, 5.81368, 4.52621], [3.97239, 6.85785, 5.31293], [-4.50969, -8.67183, -2.52597], [-4.87647, -9.93591, -1.34979], [-4.69956, -7.05442, -1.83149], [-3.48243, -8.78609, -2.85301], [-5.18758, -8.76863, -3.36516], [5.96110, -3.97136, -2.17837], [6.94918, -3.97850, -0.71297], [4.24748, -4.24997, -1.83925], [6.06484, -3.00829, -2.66397], [6.31299, -4.76106, -2.83067], [2.26923, 7.74236, -4.34653], [2.73736, 7.64586, -6.04742], [3.28304, 8.87943, -3.44859], [1.23911, 8.07297, -4.28683], [2.37807, 6.75582, -3.90726], [3.01120, 2.92317, -4.20616], [2.59762, 1.76029, -2.94349], [2.95642, 4.58765, -3.60376], [4.01502, 2.71763, -4.55748], [2.30009, 2.82716, -5.01757]],
  "forces_ev_per_angstrom": [[-0.6, 0.3, 0.0], [0.0, -1.1, -0.8], [-0.3, 0.2, 0.5], [0.7, 1.1, 1.0], [-0.9, -0.5, -1.1], [0.8, 0.1, 0.5], [1.2, 0.7, -0.1], [-0.2, -0.8, -0.1], [-1.2, 0.4, 0.4], [2.0, -0.2, -0.5], [-1.6, 1.0, 0.5], [-0.5, 0.4, 0.3], [0.8, -0.5, 0.6], [0.0, -0.8, -0.7], [0.1, -0.5, 1.0], [0.9, 1.1, -1.9], [-0.1, 0.3, 0.0], [0.6, -0.4, 1.0], [-2.2, 0.0, -0.2], [0.8, -0.2, 0.0], [0.9, -0.3, 2.0], [0.3, 0.0, -0.9], [-0.1, 0.1, -0.3], [-0.1, -0.1, -0.9], [0.2, -0.1, 0.0], [0.2, 0.2, 0.3], [0.2, -0.1, 0.3], [-0.1, 0.2, 0.1], [0.0, -0.1, -0.2], [0.3, 0.2, 0.0], [0.2, 0.2, 0.0], [-0.1, -0.1, 0.0], [-0.2, -0.4, -0.1], [0.1, 0.0, 0.2], [-0.4, 0.1, -0.1], [-0.3, 0.0, -0.1], [0.1, 0.1, 0.0], [-0.3, -0.2, 0.2], [-0.5, -0.1, -0.1], [-0.2, 0.0, 0.1], [-0.2, 0.3, 0.1], [-0.2, -0.1, -0.6], [0.4, 0.3, 0.1], [-0.2, -0.1, 0.1], [0.1, 0.1, -0.1], [-0.1, -0.3, 0.2], [0.0, -0.3, 0.1], [0.0, 0.1, -0.1], [-0.2, 0.0, -0.2], [-0.2, 0.0, -0.4], [0.2, 0.1, 0.0], [-0.1, 0.1, 0.0], [-0.1, 0.0, 0.2], [-0.2, -0.2, 0.0], [-0.1, -0.1, -0.1], [0.2, 0.1, 0.0], [0.1, 0.0, 0.3], [0.3, 0.2, 0.1], [-0.2, 0.1, -0.1], [-0.1, 0.1, 0.1], [0.0, -0.1, 0.0], [0.0, 0.0, 0.0], [0.4, 0.2, -0.2], [0.1, 0.0, 0.0], [-0.1, 0.2, -0.2], [-0.2, 0.1, 0.5], [0.2, 0.1, 0.3], [0.1, -0.1, 0.1], [-0.1, -0.1, 0.0], [-0.1, -0.1, 0.1], [0.0, 0.0, 0.0], [0.0, 0.1, 0.0], [0.0, 0.0, -0.1], [0.1, 0.0, 0.0], [0.1, -0.1, -0.1], [0.0, 0.0, 0.0], [-0.4, -0.2, 0.1], [0.0, 0.0, 0.1], [-0.1, 0.0, 0.1], [0.0, 0.0, -0.1], [0.0, 0.0, 0.0], [0.1, -0.4, -0.5], [0.0, 0.0, 0.1], [0.0, -0.1, 0.0], [0.0, 0.0, 0.1], [0.0, 0.0, 0.0], [0.0, 0.0, 0.0], [0.0, 0.1, 0.0], [0.0, 0.4, -0.1], [0.0, -0.1, -0.1], [0.0, 0.1, -0.3], [0.3, -0.5, -0.4], [0.0, 0.0, 0.1], [-0.1, 0.0, 0.0]],
  "lowdin_charge": [-0.12, -0.39, -0.10, -0.15, -0.28, -0.07, -0.15, -0.14, -0.43, -0.11, 0.43, -0.30, -0.15, -0.13, -0.04, -0.45, -0.02, 0.00, -0.11, -0.01, -0.45, -0.02, -0.02, -0.05, 0.06, -0.02, 0.07, 0.13, 0.04, 0.07, 0.05, 0.11, 0.11, 0.13, 0.06, 0.04, 0.03, 0.13, 0.10, 0.10, 0.10, -0.04, 0.09, 0.12, 0.14, 0.07, 0.07, 0.10, 0.07, 0.09, 0.07, 0.08, 0.09, 0.09, 0.08, 0.07, 0.08, 0.12, 0.11, -1.05, 0.51, 0.50, -0.09, -0.01, -0.96, 0.52, 0.62, -0.02, 0.04, -1.02, 0.51, 0.52, 0.02, 0.02, -1.00, 0.51, 0.56, 0.02, 0.03, -1.00, 0.52, 0.56, 0.02, 0.02, -1.07, 0.50, 0.50, 0.03, -0.12, -0.96, 0.61, 0.54, 0.03, 0.03],
  "lumo_ev": [0.32, -0.21],
  "spin_multiplicity": 2,
  "s2": 0.7539,
  "homo_ev": [-8.92, -9.73],
  "gap_ev": [9.240, 9.520]
}